1.
{"formula": "C26H30N6O5S", "method": "the ωB97M-V functional and the def2-TZVPD basis", "species": ["C", "C", "O", "C", "C", "C", "C", "C", "C", "H", "H", "C", "N", "C", "O", "C", "C", "N", "H", "H", "C", "N", "S", "C", "O", "N", "H", "H", "C", "C", "C", "C", "C", "N", "C", "H", "H", "H", "H", "H", "H", "C", "O", "N", "H", "C", "H", "H", "C", "C", "H", "C", "H", "C", "H", "O", "H", "H", "H", "H", "H", "H", "H", "H", "H", "H", "H", "H"], "xyz": [[-5.4889, 1.0985, -4.5839], [-4.5382, 2.3240, -4.8418], [-4.0130, 2.7464, -3.6829], [-2.9935, 2.1346, -2.8917], [-2.5336, 2.8813, -1.6448], [-1.5602, 2.0626, -0.7844], [-1.0149, 0.8146, -1.0914], [-1.2831, 0.3791, -2.6016], [-2.2451, 0.9531, -3.3443], [-2.6533, 0.4992, -4.2384], [-0.8107, -0.7627, -2.9702], [0.2323, 0.1157, -0.5553], [-0.5175, -0.3898, 0.6792], [0.2959, -1.3507, 1.4655], [-0.0323, -1.6099, 2.5205], [1.7056, -1.4861, 1.2317], [2.1776, -1.9475, 0.1131], [1.6084, -2.5766, -0.9802], [0.6842, -2.9532, -1.1003], [2.2324, -3.1940, -1.6428], [3.7840, -1.9278, 0.0839], [4.2255, -1.5985, 1.2814], [2.9950, -1.0294, 2.1255], [4.5957, -2.7436, -0.7983], [4.3703, -3.1932, -2.0859], [5.8571, -2.3547, -0.7206], [6.5483, -2.5801, -1.1780], [6.2117, -1.8940, 0.0018], [-1.8952, -0.5054, 1.1255], [-2.9042, -0.9502, -0.0251], [-3.9557, -0.2978, -0.4788], [-4.7518, -0.6467, -1.4060], [-4.4721, -1.9413, -2.0615], [-3.3513, -2.4644, -1.6618], [-2.5612, -2.0595, -0.7224], [-1.6758, -2.8513, -0.6987], [-4.9911, -2.2082, -2.9385], [-5.8697, -0.4379, -1.4862], [-4.2395, 0.6059, 0.1475], [-2.0380, 0.4268, 1.2701], [-2.1983, -1.0810, 2.0048], [1.1747, 0.8878, 0.1382], [2.1883, 1.3592, -0.5966], [0.8736, 1.7840, 1.2870], [0.2761, 1.3600, 1.7270], [1.7080, 2.5798, 1.8286], [2.6279, 1.9658, 2.1237], [1.9747, 3.4625, 1.3171], [1.2531, 2.9673, 3.0731], [2.3372, 3.0409, 4.3721], [1.8561, 3.8149, 5.0063], [2.3686, 1.7258, 4.7993], [3.0003, 1.1965, 4.1116], [0.8206, 1.1480, 4.7154], [0.1725, 1.1611, 5.6021], [0.1914, 1.7718, 3.7185], [1.0030, 0.2033, 4.2879], [2.6728, 1.6519, 5.9889], [3.1689, 3.4541, 3.8771], [0.3402, 3.6905, 3.1114], [0.5418, -0.4568, -1.2029], [-1.3281, 2.4611, 0.0524], [-3.0002, 3.6149, -1.4059], [-4.8442, 3.0891, -5.0471], [-3.6494, 2.0588, -5.3400], [-6.3061, 1.5036, -3.9307], [-4.9980, 0.3194, -4.0518], [-5.8647, 0.6993, -5.6164]], "atomic_forces_ev_per_a": [[-1.224, 1.877, -2.337], [5.599, -16.543, 4.056], [3.350, 0.801, 7.309], [1.370, 2.042, 1.433], [5.740, -14.819, -5.349], [-3.159, -1.396, -6.919], [0.469, 2.427, -7.580], [1.656, -3.164, 3.527], [-2.458, 1.797, 0.202], [0.497, -0.141, -0.196], [-1.290, 3.734, 1.066], [-9.449, 4.982, 8.572], [3.617, -6.873, 2.018], [0.608, 5.226, -4.292], [-3.465, -3.154, 7.606], [-0.759, 0.396, -2.173], [5.038, -3.504, -5.681], [1.414, -1.562, -2.228], [-0.471, 0.555, 0.997], [-0.708, 2.094, 1.932], [-5.413, -2.293, 2.178], [-0.174, 0.776, -1.551], [1.532, 1.501, 4.553], [1.316, 1.066, -9.125], [-1.342, 0.518, 6.318], [-6.953, 0.999, 4.766], [7.751, -3.928, -7.268], [0.771, 2.581, 4.441], [-1.936, -3.903, -3.942], [5.834, -1.352, 2.324], [-0.483, 6.118, 5.747], [-6.458, -5.467, -5.486], [1.518, 4.669, 2.624], [-0.820, -3.345, -3.547], [1.623, -2.628, -0.184], [-1.335, 2.317, 1.070], [-0.599, -1.040, -0.687], [1.806, 1.116, -0.084], [0.290, -0.828, -0.827], [-2.417, 6.421, 1.757], [1.367, -0.054, -0.114], [7.520, 10.299, -2.590], [-3.558, -3.021, 3.342], [1.502, -3.628, -13.367], [-8.070, -4.863, 6.940], [7.435, 0.486, 1.793], [0.100, 0.970, -0.996], [0.689, 0.949, -1.203], [-5.353, 1.158, 8.173], [-4.417, 5.100, -3.645], [0.573, -0.647, 0.042], [-1.491, -3.678, 5.462], [0.341, -1.028, 0.266], [2.921, -0.278, 0.615], [0.772, -0.114, 0.295], [0.761, 4.160, -3.246], [0.026, -2.269, 0.766], [-0.159, -0.175, -3.159], [1.574, 0.422, -0.137], [2.246, -0.434, -0.358], [3.339, -6.322, -6.169], [1.685, 2.874, 5.716], [-5.206, 9.037, 3.305], [-7.337, 14.202, -6.050], [0.538, -0.667, -2.278], [0.384, -0.645, -0.791], [0.586, -0.553, 0.306], [0.345, 0.644, 2.038]], "mulliken_charge": [-0.260, -1.043, -0.536, 0.832, -2.062, -0.379, -0.244, -1.442, 0.333, 0.399, 0.080, -0.383, 0.544, -0.125, -0.493, 0.870, -0.071, -0.355, 0.121, 0.268, 0.414, -0.578, 0.122, 0.341, -0.712, -0.209, -0.004, 0.215, -2.250, 1.268, -0.687, -0.468, -0.519, -0.597, -0.083, 0.258, 0.475, 0.361, 0.228, 0.931, 0.659, -0.681, -0.737, 0.204, 0.346, -0.496, 0.202, 0.223, 0.109, -0.833, 0.288, -0.335, 0.066, -0.264, 0.357, -0.545, 0.121, 0.351, 0.452, 0.239, 2.575, 0.821, 0.712, 0.798, 0.441, 0.271, -0.246, 0.341], "max_force_ev_per_a": 17.93, "homo_energy_ev": -8.3, "homo_lumo_gap_ev": 7.63, "relative_energy_kj_mol": 2225.7}

2.
{"formula": "C4H4O", "method": "the ωB97M-V functional and the def2-TZVPD basis", "species": ["C", "C", "C", "C", "O", "H", "H", "H", "H"], "xyz": [[-1.9737, 1.1047, -0.4435], [-0.8853, 0.8755, 0.0650], [0.3868, 0.3828, 0.5315], [0.9707, -0.8850, -0.1394], [0.9651, 0.8402, 1.5238], [-2.8545, 1.5827, -0.8047], [0.6529, -1.8269, 0.5895], [2.1516, -0.8771, -0.1638], [0.5862, -1.1968, -1.1585]], "atomic_forces_ev_per_a": [[2.136, 0.269, 1.039], [-2.064, 0.118, -1.234], [1.945, -0.770, 1.725], [0.714, -2.410, 0.729], [-1.192, -0.392, -1.909], [-0.155, -0.304, -0.043], [0.840, 2.460, -1.707], [-2.513, 0.202, 0.213], [0.287, 0.826, 1.185]], "mulliken_charge": [0.064, -0.168, 0.207, -0.813, -0.497, 0.412, 0.224, 0.261, 0.310], "max_force_ev_per_a": 3.11, "smiles": "C#CC(C)=O", "homo_energy_ev": -10.4, "homo_lumo_gap_ev": 10.36, "relative_energy_kj_mol": 191.5}

3.
{"formula": "C3H9N3O2", "method": "the ωB97M-V functional and the def2-TZVPD basis", "species": ["H", "N", "C", "C", "H", "H", "H", "H", "N", "O", "C", "N", "O", "H", "H", "H", "H"], "xyz": [[-0.2965, 0.0998, -1.8973], [-1.1829, 0.0088, -1.3870], [-1.1996, 0.8050, -0.3793], [-2.4116, 0.9776, 0.4772], [-0.2459, 1.3473, -0.0415], [-2.8656, 1.9495, 0.2667], [-3.1349, 0.1846, 0.2727], [-2.1264, 0.9518, 1.5315], [2.4638, -0.0363, -0.7212], [1.8851, 0.2725, 0.5924], [0.8841, -0.7527, 1.0487], [0.7338, -1.7450, 0.1365], [0.4078, -0.7423, 2.1653], [2.6769, 0.9006, -1.0661], [3.3651, -0.4445, -0.4677], [1.1709, -1.5051, -0.7535], [-0.1240, -2.2717, 0.2228]], "atomic_forces_ev_per_a": [[-0.122, -0.215, 0.354], [-0.116, 1.181, 0.503], [1.240, -0.295, -0.422], [0.141, -0.216, 0.042], [-1.404, -0.353, -0.569], [-0.006, -0.032, 0.060], [0.056, 0.155, -0.040], [-0.063, 0.045, -0.049], [-0.206, 0.346, 1.094], [-1.404, -1.579, 0.553], [1.159, -0.411, 0.385], [0.502, 0.862, 0.150], [0.809, 1.133, -1.739], [-0.138, -0.198, 0.008], [-0.078, 0.028, -0.140], [-0.628, -0.505, 0.060], [0.259, 0.054, -0.251]], "mulliken_charge": [0.277, -0.697, 0.253, -1.028, 0.340, 0.308, 0.318, 0.266, -0.501, -0.251, 0.509, -0.369, -0.556, 0.262, 0.243, 0.348, 0.278], "max_force_ev_per_a": 2.23, "smiles": "[H]/N=C/C.NOC(N)=O", "homo_energy_ev": -10.0, "homo_lumo_gap_ev": 10.64, "relative_energy_kj_mol": 344.4}

4.
{"formula": "C9H4F2N2S", "method": "the ωB97M-V functional and the def2-TZVPD basis", "species": ["F", "C", "N", "C", "F", "C", "C", "C", "C", "C", "C", "N", "C", "S", "H", "H", "H", "H"], "xyz": [[-3.4029, 0.2921, -1.7695], [-2.7459, 0.3957, -0.6474], [-2.0100, 1.3732, -0.3893], [-0.9341, 1.5550, 0.3278], [-0.8124, 2.7725, 0.8657], [0.1660, 0.6777, 0.3194], [1.4803, 1.1124, 0.6180], [2.5521, 0.3092, 0.3462], [2.3713, -0.9310, -0.2916], [1.1159, -1.4037, -0.5467], [-0.0254, -0.6699, -0.1461], [-1.1782, -1.3168, -0.0972], [-2.3916, -1.1201, 0.2285], [-3.5322, -1.8699, 1.0617], [1.6120, 2.0890, 1.0590], [3.5476, 0.6360, 0.6026], [3.2313, -1.5286, -0.5519], [0.9562, -2.3727, -0.9892]], "atomic_forces_ev_per_a": [[-0.138, 0.440, 0.098], [0.985, -3.131, 1.277], [-0.306, 1.204, -0.077], [0.375, -0.201, -0.398], [0.023, -0.595, -0.111], [-0.418, 0.011, 0.104], [0.445, -0.056, 0.080], [-0.165, 0.714, 0.261], [-0.552, -0.372, -0.185], [0.674, 0.017, -0.170], [-0.509, 0.213, 0.526], [1.075, -0.575, -0.393], [-1.210, 2.728, -1.466], [-0.450, -0.328, 0.484], [0.057, 0.056, 0.011], [0.080, 0.085, -0.020], [0.074, -0.065, -0.022], [-0.041, -0.144, -0.002]], "mulliken_charge": [-0.202, 0.435, -0.291, 0.406, -0.228, 0.610, -0.741, -0.454, -0.371, -0.651, 0.396, -0.396, 0.199, -0.322, 0.406, 0.383, 0.377, 0.443], "max_force_ev_per_a": 3.52, "smiles": "Fc1nc(F)c2ccccc2nc1=S", "homo_energy_ev": -8.5, "homo_lumo_gap_ev": 7.33, "relative_energy_kj_mol": 0.0}